(1)
17
Properties=species:S:1:pos:R:3:nbo_charge:R:1 method="wB97M-V/def2-TZVPD" total_charge=0 lumo_energy_ev=1.0 energy_ha=-272.51202 homo_ev=-7.55 e_above_lowest_kcal_mol=129.25
C -1.607 1.460 0.048 -0.31
C -0.080 1.568 0.238 -0.28
C -1.693 0.111 0.016 0.10
C 0.328 0.276 0.043 0.10
C -2.697 -0.953 -0.082 -0.69
C 2.857 -0.026 -0.093 -0.63
C 1.464 -0.647 -0.037 -0.49
H -2.495 2.084 0.216 0.21
H 0.627 2.282 0.382 0.20
H -2.436 -1.914 -0.463 0.23
H -3.496 -0.648 -0.665 0.23
H -3.099 -1.001 1.038 0.23
H 3.422 0.265 0.803 0.23
H 2.742 0.576 -1.004 0.22
H 3.528 -0.861 -0.362 0.21
H 1.297 -1.338 0.840 0.22
H 1.339 -1.233 -0.919 0.22

***

(2)
42
Properties=species:S:1:pos:R:3:nbo_charge:R:1 method="wB97M-V/def2-TZVPD" total_charge=0 lumo_energy_ev=0.5 smiles="CC[C@H](C)[C@H](NC(=O)[C@@H](N)Cc1ccccc1)C(=O)O" energy_ha=-919.85643 homo_ev=-9.11 e_above_lowest_kcal_mol=139.44
C -4.510 -0.220 -1.127 -0.60
C -3.137 -0.638 -0.813 -0.45
C -2.653 -0.005 0.402 -0.17
C -2.678 1.496 0.575 -0.63
C -1.010 -0.361 0.714 -0.16
N -0.004 0.419 -0.013 -0.67
C 0.572 1.563 0.477 0.67
O 0.008 2.235 1.414 -0.64
C 1.674 2.119 -0.474 -0.14
N 1.956 3.659 -0.199 -0.84
C 3.106 1.490 -0.120 -0.39
C 2.873 -0.064 -0.171 -0.09
C 3.177 -0.956 -1.165 -0.23
C 2.942 -2.410 -1.045 -0.20
C 2.360 -2.943 0.158 -0.22
C 2.328 -2.042 1.250 -0.21
C 2.724 -0.586 1.134 -0.22
C -0.785 -2.000 0.688 0.80
O -0.981 -2.654 1.687 -0.55
O -0.373 -2.499 -0.542 -0.68
H -4.792 -0.396 -2.171 0.22
H -4.711 0.909 -0.803 0.22
H -5.265 -0.691 -0.321 0.20
H -2.984 -1.768 -0.587 0.21
H -2.600 -0.234 -1.582 0.20
H -3.065 -0.460 1.305 0.21
H -2.271 1.939 1.421 0.25
H -3.776 1.828 0.741 0.20
H -2.287 2.092 -0.147 0.21
H -0.792 -0.032 1.774 0.25
H 0.685 -0.228 -0.502 0.43
H 1.473 1.871 -1.522 0.22
H 1.736 3.708 0.960 0.39
H 1.365 4.233 -0.726 0.36
H 3.793 1.855 -0.959 0.23
H 3.430 1.784 0.812 0.22
H 3.238 -0.474 -2.203 0.22
H 2.978 -3.157 -1.852 0.22
H 2.192 -4.005 0.241 0.23
H 1.961 -2.398 2.305 0.23
H 2.828 -0.076 2.123 0.23
H -0.725 -1.905 -1.135 0.48

***

(3)
36
Properties=species:S:1:pos:R:3:nbo_charge:R:1 method="wB97M-V/def2-TZVPD" total_charge=-1 lumo_energy_ev=3.3 energy_ha=-860.44806 homo_ev=-5.82 e_above_lowest_kcal_mol=70.32
O -1.944 1.641 0.474 -0.68
C -0.729 1.423 0.481 0.49
C -0.123 0.307 -0.384 -0.19
C -0.425 0.555 -1.873 -0.41
C 0.637 1.507 -2.453 -0.61
N -0.684 -0.997 0.030 -0.72
C -0.455 -1.182 1.525 0.11
O -0.381 0.033 2.119 -0.83
H -0.048 2.108 0.980 0.15
H 0.963 0.251 -0.216 0.22
H -0.457 -0.405 -2.456 0.20
H -1.441 1.024 -1.990 0.21
H 0.864 2.343 -1.729 0.23
H 1.576 0.956 -2.656 0.20
H 0.244 1.967 -3.396 0.19
H -1.712 -0.976 -0.157 0.38
H -1.283 -1.792 1.973 0.15
H 0.531 -1.718 1.615 0.12
H -3.997 -0.490 0.951 0.47
H -3.102 0.462 0.131 0.52
O -3.751 -0.313 0.106 -1.00
H 2.974 -1.173 -0.021 0.48
H 2.975 -0.184 1.103 0.49
O 3.523 -0.582 0.463 -1.01
H 0.996 -2.020 -0.645 0.51
H 1.812 -1.398 -1.811 0.47
O 1.869 -2.034 -1.072 -0.97
H 3.377 1.119 -0.325 0.48
H 2.480 1.834 0.626 0.49
O 2.954 1.958 -0.217 -1.02
H -2.303 -2.562 -1.147 0.47
H -3.568 -1.770 -0.834 0.49
O -3.278 -2.564 -1.252 -0.98
H 0.894 0.445 2.087 0.50
H 2.202 1.159 2.907 0.47
O 1.931 0.878 2.008 -1.09

***

(4)
31
Properties=species:S:1:pos:R:3:nbo_charge:R:1 method="wB97M-V/def2-TZVPD" total_charge=-4 lumo_energy_ev="5.8 / 8.5" energy_ha=-2630.75301 s_squared=6.404 homo_ev="2.31 / 2.31" e_above_lowest_kcal_mol=183.75 spin_multiplicity=5
Cr -0.241 0.297 0.086 1.51
O 2.522 3.263 3.670 -0.74
C 2.457 2.592 2.502 0.91
O 1.509 1.846 2.219 -0.84
O 3.471 2.816 1.768 -0.78
H 1.617 3.003 3.857 0.46
O -3.425 1.373 0.555 -0.74
C -4.615 0.755 0.656 0.91
O -5.627 1.282 0.993 -0.83
O -4.758 -0.432 0.317 -0.79
H -3.714 2.274 0.721 0.47
O -0.216 -2.594 -3.728 -0.69
C -1.291 -2.629 -3.007 0.92
O -2.142 -3.586 -3.021 -0.69
O -1.394 -1.778 -2.087 -0.63
H 0.243 -1.962 -3.170 0.51
O -0.766 -3.422 3.992 -0.73
C -1.193 -3.071 2.785 0.91
O -1.747 -3.832 1.913 -0.79
O -1.008 -1.926 2.333 -0.84
H -0.512 -2.562 4.337 0.48
O 0.371 4.265 -3.405 -0.75
C 0.942 3.550 -2.454 0.91
O 2.132 3.550 -2.235 -0.74
O 0.220 2.762 -1.870 -0.88
H -0.471 3.844 -3.217 0.48
O 4.153 -2.766 -0.844 -0.76
C 3.508 -1.576 -1.053 0.92
O 2.328 -1.387 -0.802 -0.86
O 4.142 -0.629 -1.416 -0.76
H 3.509 -3.319 -0.395 0.47

***

What did the first record say?
17
Properties=species:S:1:pos:R:3:nbo_charge:R:1 method="wB97M-V/def2-TZVPD" total_charge=0 lumo_energy_ev=1.0 energy_ha=-272.51202 homo_ev=-7.55 e_above_lowest_kcal_mol=129.25
C -1.607 1.460 0.048 -0.31
C -0.080 1.568 0.238 -0.28
C -1.693 0.111 0.016 0.10
C 0.328 0.276 0.043 0.10
C -2.697 -0.953 -0.082 -0.69
C 2.857 -0.026 -0.093 -0.63
C 1.464 -0.647 -0.037 -0.49
H -2.495 2.084 0.216 0.21
H 0.627 2.282 0.382 0.20
H -2.436 -1.914 -0.463 0.23
H -3.496 -0.648 -0.665 0.23
H -3.099 -1.001 1.038 0.23
H 3.422 0.265 0.803 0.23
H 2.742 0.576 -1.004 0.22
H 3.528 -0.861 -0.362 0.21
H 1.297 -1.338 0.840 0.22
H 1.339 -1.233 -0.919 0.22

***

Repeat the first record exactly.
17
Properties=species:S:1:pos:R:3:nbo_charge:R:1 method="wB97M-V/def2-TZVPD" total_charge=0 lumo_energy_ev=1.0 energy_ha=-272.51202 homo_ev=-7.55 e_above_lowest_kcal_mol=129.25
C -1.607 1.460 0.048 -0.31
C -0.080 1.568 0.238 -0.28
C -1.693 0.111 0.016 0.10
C 0.328 0.276 0.043 0.10
C -2.697 -0.953 -0.082 -0.69
C 2.857 -0.026 -0.093 -0.63
C 1.464 -0.647 -0.037 -0.49
H -2.495 2.084 0.216 0.21
H 0.627 2.282 0.382 0.20
H -2.436 -1.914 -0.463 0.23
H -3.496 -0.648 -0.665 0.23
H -3.099 -1.001 1.038 0.23
H 3.422 0.265 0.803 0.23
H 2.742 0.576 -1.004 0.22
H 3.528 -0.861 -0.362 0.21
H 1.297 -1.338 0.840 0.22
H 1.339 -1.233 -0.919 0.22